Density functional theory data (wB97M-V/def2-TZVPD) for a cluster of 8 separate species, C24H58BBrCl2F4N4 in total.

Summary:
Lowest unoccupied orbital energy (alpha / beta) = -2.02 / -7.00 eV
Total charge = +1
Multiplicity = 2
Highest occupied orbital energy (alpha / beta) = -10.2 / -10.2 eV

```
94
Properties=species:S:1:pos:R:3:forces:R:3
N -1.0323 -0.6251 -0.8723 0.100 0.596 -0.095
H -0.5683 -1.5125 -1.0038 0.684 -1.505 0.205
H -1.9702 -0.8074 -0.5449 -0.845 0.065 -0.764
H -0.9371 -0.1118 -1.7370 -0.735 0.100 0.164
H -0.6483 -0.0832 -0.1114 1.016 0.699 0.910
Br -0.7899 1.1864 -3.6734 -0.056 0.274 -0.350
C 3.4595 1.0479 -7.0070 -0.361 -1.140 0.465
C 3.1198 -0.1716 -6.1339 -0.310 0.639 1.152
C 2.8478 0.3244 -4.7059 0.065 -0.372 0.386
N 2.8856 -0.7802 -3.6843 0.155 1.252 2.009
C 1.7612 -1.7871 -3.9761 2.769 -0.538 0.549
C 2.6966 -0.2203 -2.2586 -0.765 -1.202 1.215
C 3.4233 -1.2106 -1.2512 -0.891 1.066 -2.084
C 4.7404 -1.3096 -1.9723 0.099 -0.248 -0.526
C 4.3219 -1.4066 -3.4972 -0.727 -0.569 -0.338
H 3.7118 0.5686 -7.9529 -0.047 1.047 -0.398
H 4.2727 1.6366 -6.5823 0.321 -0.347 -0.189
H 2.6079 1.7282 -7.0037 -0.096 -0.133 -0.646
H 3.8592 -0.9688 -6.2115 0.401 0.267 0.254
H 2.1892 -0.6751 -6.3956 -0.032 0.269 -0.685
H 1.8456 0.7529 -4.6918 -0.222 -0.220 0.090
H 3.4513 1.1410 -4.3096 0.656 -0.220 -0.376
H 2.1020 -2.2738 -4.8899 -0.751 0.174 -0.301
H 0.7783 -1.3160 -3.9640 0.327 -0.171 -0.043
H 1.9610 -2.5361 -3.2098 -1.096 -0.059 0.202
H 1.6368 -0.2077 -2.0039 -0.045 0.384 -0.332
H 3.1598 0.7633 -2.1810 -0.115 -0.018 -0.222
H 2.9473 -2.1902 -1.2951 -0.407 0.135 0.416
H 3.4346 -0.7996 -0.2418 0.033 -0.097 -0.149
H 5.2756 -2.1693 -1.5690 0.223 -0.177 -0.706
H 5.3595 -0.4398 -1.7527 0.014 0.114 -0.409
H 4.1170 -2.4056 -3.8821 0.620 -0.336 0.503
H 4.9827 -0.9473 -4.2324 0.020 0.237 0.352
C 1.2350 5.4892 2.2507 2.263 -1.459 1.609
C -0.2278 5.4182 2.0351 -1.062 -0.221 -1.404
C -0.4913 4.9172 0.6060 -0.122 0.504 0.008
N -1.9545 4.8954 0.1231 -0.023 1.192 -0.311
C -2.6923 6.2670 0.2499 0.524 -1.201 -0.407
C -2.8979 3.9102 0.7847 0.819 -1.970 -0.361
C -3.2046 2.8110 -0.2739 0.583 2.024 0.193
C -3.1060 3.6200 -1.5930 -1.748 -0.674 0.639
C -1.9186 4.4698 -1.3713 0.702 0.408 0.504
H 1.7485 4.5312 2.3319 -0.398 -0.800 -1.155
H 1.5107 5.6642 3.2906 -0.467 1.372 0.165
H 1.8630 6.0815 1.5852 -0.505 0.344 -0.013
H -0.5735 6.4491 2.1110 -0.614 -0.090 0.215
H -0.7588 4.7359 2.6989 0.257 0.312 0.463
H -0.0497 3.9430 0.3963 -0.383 -0.343 0.483
H 0.0523 5.5943 -0.0530 -0.369 0.208 -0.369
H -2.1244 7.1715 0.0320 0.516 -0.457 -0.208
H -3.0746 6.3430 1.2678 -0.131 -0.082 -0.283
H -3.4502 6.1111 -0.5178 -0.449 0.605 0.489
H -3.8817 4.3136 1.0246 0.586 0.627 0.391
H -2.3202 3.4993 1.6127 -0.577 -0.014 0.323
H -4.2175 2.4661 -0.0658 0.461 -0.806 -0.245
H -2.3743 2.1070 -0.3296 -0.559 -0.587 0.552
H -3.9828 4.2461 -1.7583 -0.262 -0.242 -0.138
H -3.0519 2.8246 -2.3364 0.281 0.721 -0.598
H -1.8564 5.4288 -1.8857 0.206 -0.417 -0.510
H -1.0681 3.8045 -1.5202 0.473 0.599 0.155
C -2.1880 -6.8335 4.0453 -0.387 1.353 -0.973
C -2.1657 -5.2884 4.1761 0.629 0.004 1.975
C -0.9254 -4.7894 3.4221 -0.215 0.982 0.142
N -0.6081 -3.2656 3.4390 -0.883 0.585 0.019
C -1.7313 -2.5811 2.6202 1.115 0.938 0.012
C 0.8134 -3.0018 2.9451 -0.937 -0.820 -1.450
C 1.3691 -2.0240 3.8682 2.771 2.133 -0.022
C 0.8953 -2.3923 5.2231 0.473 0.734 0.247
C -0.5111 -2.6360 4.8543 -2.697 -2.728 0.805
H -2.9089 -7.3045 4.7135 -0.148 0.117 -0.382
H -1.2150 -7.2899 4.2271 0.038 0.194 -0.053
H -2.4355 -6.8690 2.9843 -0.208 -1.392 0.011
H -2.1150 -5.1050 5.2493 0.752 0.277 0.269
H -3.1105 -4.7713 4.0086 -0.010 -0.367 -1.100
H -1.0226 -4.9988 2.3568 0.119 -0.135 -0.040
H -0.0476 -5.3026 3.8147 0.004 0.083 -0.001
H -1.5995 -2.7707 1.5549 -0.062 -0.610 0.147
H -1.6060 -1.5028 2.7180 0.189 0.067 0.129
H -2.7418 -2.7984 2.9664 0.368 -0.509 0.083
H 0.7948 -2.6226 1.9233 -0.061 -0.563 -0.173
H 1.3095 -3.9658 3.0570 0.167 0.096 -0.448
H 1.1497 -0.9892 3.6055 -0.806 0.028 -0.070
H 2.4564 -1.9650 3.8188 0.242 -0.525 -0.152
H 0.9986 -1.5607 5.9202 -0.146 -0.073 0.040
H 1.4557 -3.2300 5.6381 -0.334 -0.267 -0.075
H -1.1725 -1.7721 4.9202 0.223 -0.074 -0.206
H -0.9342 -3.4779 5.4022 -0.312 0.640 0.772
Cl -0.0539 1.1350 1.4251 0.154 0.323 -0.036
Cl 0.0434 -3.3932 -0.9735 0.506 -0.011 0.004
B -4.0756 -1.2085 0.0474 -1.961 -0.250 -0.124
F -3.5708 -1.0798 -1.2512 -0.246 -0.228 -1.277
F -5.4348 -0.8534 0.1228 0.258 -0.134 -0.247
F -3.8943 -2.5103 0.4943 0.291 -0.188 0.279
F -3.3531 -0.2879 0.7654 1.110 0.798 1.448
```
Positions in Å, forces in eV/Å.

Results of the Mulliken charge analysis, in e, for atoms 1 through 5:
1. N 1.159
2. H -0.273
3. H 0.110
4. H -0.038
5. H -0.120

---

Density functional theory data (wB97M-V/def2-TZVPD) for a cluster of 8 separate species, C24H58Cl4N4 in total.

Summary:
Lowest unoccupied orbital energy (alpha / beta) = -2.01 / -5.37 eV
Total charge = +1
Multiplicity = 2
Highest occupied orbital energy (alpha / beta) = -9.0 / -9.0 eV

```
90
Properties=species:S:1:pos:R:3:forces:R:3
N 0.7612 -1.4996 1.9183 0.767 0.429 0.541
H 1.1692 -1.2620 2.8111 -0.293 0.615 0.512
H 0.2978 -0.7062 1.4988 -0.053 0.645 0.097
H 0.1260 -2.2689 2.0760 -1.071 -1.585 -0.099
H 1.5745 -1.8193 1.4120 0.670 -0.538 -1.278
C 2.1759 5.2539 0.2236 -0.399 -0.069 0.865
C 1.8595 3.9435 -0.5387 0.466 1.275 -0.198
C 3.0688 3.0365 -0.4761 -0.537 -2.051 -0.851
N 2.9108 1.6926 -1.3470 -0.191 1.498 0.398
C 1.6609 0.8816 -0.9444 1.380 0.148 0.145
C 4.2168 0.9046 -1.2003 -0.833 -1.343 -0.009
C 5.2472 1.4973 -2.1431 0.009 -0.803 0.766
C 4.4220 2.2668 -3.1492 0.265 0.240 -0.359
C 2.9400 2.0824 -2.8158 0.516 0.248 0.697
H 1.3009 5.9029 0.2582 0.019 0.083 -0.523
H 3.0266 5.7863 -0.2020 -0.139 0.006 -0.271
H 2.3968 5.1676 1.2875 0.163 -0.665 0.046
H 1.6909 4.3408 -1.5397 0.121 -0.427 -0.405
H 0.9136 3.4790 -0.2604 0.317 -0.119 0.601
H 3.2668 2.6539 0.5252 -0.114 0.179 0.051
H 3.9865 3.4430 -0.9012 -0.160 0.407 0.229
H 1.8303 0.6486 0.1069 -0.225 -0.217 -0.108
H 1.6530 -0.0151 -1.5639 0.181 -0.056 0.186
H 0.6976 1.3844 -1.0296 0.474 0.548 -0.167
H 3.9813 -0.0990 -1.5543 -0.242 -0.128 0.116
H 4.5115 0.7312 -0.1653 -0.236 0.473 0.059
H 5.7679 0.6673 -2.6206 0.127 0.078 0.140
H 5.9892 2.0694 -1.5860 -0.077 0.274 -0.315
H 4.6059 1.9033 -4.1603 0.098 0.415 -0.031
H 4.7214 3.3084 -3.0330 -0.308 0.103 -0.611
H 2.4541 1.2695 -3.3553 0.014 0.238 -0.141
H 2.4908 3.0636 -2.9697 -0.720 -0.525 0.068
C -1.0035 -1.6971 -1.2139 -0.019 -0.835 -1.520
C 0.0395 -2.7561 -1.7843 0.036 0.431 1.989
C -0.0771 -3.0330 -3.2702 0.723 -0.718 0.509
N 1.2364 -3.6937 -3.8797 -0.538 -0.646 0.987
C 2.2426 -2.5740 -4.2374 -0.166 -1.978 -1.206
C 0.8957 -4.6143 -5.1136 -0.455 1.249 -0.407
C 1.9733 -5.6563 -5.3321 -0.463 0.852 -0.099
C 2.5973 -5.7475 -3.9466 1.386 0.371 -0.694
C 1.8673 -4.8230 -2.9711 -0.648 -0.258 -0.285
H -1.3752 -1.7774 -0.1924 0.778 -0.637 0.170
H -1.9008 -1.9069 -1.7961 -0.336 0.502 -0.132
H -0.6971 -0.6627 -1.3702 0.016 -0.016 -0.238
H -0.1066 -3.6627 -1.1970 0.026 -0.133 -0.038
H 1.0487 -2.4311 -1.5315 0.235 0.082 0.017
H -0.2698 -2.0615 -3.7251 0.088 -0.412 -0.813
H -0.8547 -3.7798 -3.4304 -0.119 0.349 -0.325
H 1.7191 -1.7805 -4.7707 -0.114 -0.031 0.366
H 2.8382 -3.0960 -4.9863 0.439 0.381 -0.074
H 2.9347 -2.2283 -3.4696 -0.670 -0.257 0.541
H 0.8048 -3.9422 -5.9670 -0.528 -0.085 0.047
H -0.0231 -5.1476 -4.8699 -0.178 0.600 0.047
H 2.6520 -5.3670 -6.1345 0.238 0.153 0.286
H 1.5891 -6.6267 -5.6464 -0.456 0.261 0.037
H 3.6059 -5.3786 -4.1334 0.389 -0.719 0.793
H 2.4880 -6.8126 -3.7424 0.791 0.340 1.055
H 2.3575 -4.4124 -2.0884 0.539 0.270 -0.388
H 1.1170 -5.4962 -2.5564 -0.923 0.799 -0.048
C -2.8776 -1.1228 3.0134 0.315 0.020 0.584
C -3.4329 0.2690 2.8474 0.283 0.703 0.810
C -3.5509 0.9414 4.2543 0.137 0.401 -0.106
N -4.3338 2.2483 4.2509 -0.556 0.297 0.413
C -3.5413 3.2757 3.4225 -0.715 -0.041 -0.433
C -4.6479 2.7743 5.6727 0.868 -0.396 0.159
C -6.0968 3.2722 5.7273 -0.096 -0.845 -1.370
C -6.5768 3.1679 4.2339 0.401 -0.823 0.163
C -5.7397 1.9749 3.6906 1.014 1.304 -0.543
H -3.5899 -1.7076 3.5954 -0.019 -0.325 -0.219
H -1.9719 -1.0916 3.6192 0.249 -0.157 -0.245
H -2.6831 -1.6044 2.0551 0.034 -0.119 0.234
H -4.3670 0.1277 2.3038 -0.320 0.526 0.294
H -2.7710 0.9094 2.2643 0.128 -0.241 -0.185
H -2.6118 1.2649 4.7031 0.576 -0.362 -0.645
H -3.9492 0.2862 5.0290 -0.648 -0.059 -0.260
H -2.5954 3.5841 3.8679 -0.139 -0.560 0.367
H -4.1133 4.1822 3.2246 -0.356 -0.143 0.463
H -3.3356 2.8627 2.4350 0.084 -0.267 0.279
H -3.8758 3.4728 5.9953 -0.085 0.123 -0.350
H -4.5577 1.9105 6.3314 0.152 -0.015 -0.112
H -6.2583 4.2243 6.2329 0.148 -0.067 -0.272
H -6.6216 2.4793 6.2602 -0.348 0.367 0.175
H -6.3454 4.0317 3.6107 0.019 0.165 0.298
H -7.6497 2.9931 4.1535 0.102 -0.067 0.035
H -5.5312 1.9576 2.6209 -0.739 0.205 -0.097
H -6.0188 0.9544 3.9528 -0.172 0.258 0.496
Cl -0.0170 1.7705 2.1998 -0.104 -0.189 -0.249
Cl 1.8002 -1.3057 5.0616 0.023 0.021 0.139
Cl 3.4310 -2.4992 0.1290 -0.417 0.416 -0.375
Cl -0.9844 -4.1465 2.0360 0.119 0.580 -0.174
```
Positions in Å, forces in eV/Å.

Results of the Mulliken charge analysis, in e, for atoms 1 through 5:
1. N 0.434
2. H 0.190
3. H -0.093
4. H -0.068
5. H 0.027

---

Calculated electronic energy in order - -5086.866007, -3008.680465 a.u.